(1)
DFT (ωB97M-V/def2-TZVPD) results for the molecule C8H8.

Structure (XYZ):
```
16
C8H8, DFT ωB97M-V/def2-TZVPD
C -2.183 -1.064 0.858
C -1.027 -0.776 -0.067
C -2.287 0.101 0.311
C -0.572 0.327 -0.819
C -1.781 1.174 -0.610
C 0.517 -0.298 -0.028
C 1.538 -1.224 -0.762
C 1.040 0.454 1.186
H -2.374 1.289 -1.523
H -1.786 2.154 -0.088
H 1.088 -1.748 -1.486
H 1.840 -1.891 -0.028
H 2.310 -0.653 -1.411
H 1.557 -0.224 1.897
H 0.319 1.125 1.700
H 1.802 1.254 0.871
```

Summary:
DFT total energy	-8416.8160	eV
F_max	4.290	eV/A
LUMO	0.31	eV
2S+1	1
HOMO-LUMO gap	8.898	eV

natural (NBO) population analysis, charges in e, atoms 1 to 2: -0.145 0.036



(2)
DFT (ωB97M-V/def2-TZVPD) results for a structure of composition C24H27NOPbSi.

Structure (XYZ):
```
55
C24H27NOPbSi, DFT ωB97M-V/def2-TZVPD
C -0.381 -1.033 -1.371
C 0.721 -1.810 -0.928
C 0.241 -2.764 0.012
H 1.726 -1.753 -1.318
C -1.176 -2.556 0.180
C -1.542 -1.482 -0.673
H -2.578 -1.120 -0.851
H -0.367 -0.278 -2.147
H 0.817 -3.547 0.485
H -1.855 -3.149 0.812
Pb 0.115 -0.546 1.929
C 1.011 1.265 1.626
H 0.632 1.711 0.705
H 0.659 1.861 2.488
H 2.110 1.180 1.641
Si 3.548 1.696 -0.992
C 3.717 3.381 -0.226
C 3.977 4.518 -1.005
H 3.948 4.448 -2.090
C 4.335 5.721 -0.404
H 4.549 6.595 -1.015
C 4.398 5.815 0.988
H 4.693 6.761 1.454
C 4.089 4.691 1.751
H 4.048 4.770 2.827
C 3.782 3.463 1.165
H 3.485 2.620 1.780
C 4.862 0.608 -0.277
C 6.161 1.126 -0.106
H 6.342 2.168 -0.370
C 7.211 0.307 0.297
H 8.219 0.717 0.383
C 6.966 -1.033 0.607
H 7.779 -1.682 0.919
C 5.661 -1.535 0.471
H 5.454 -2.552 0.763
C 4.605 -0.729 0.031
H 3.584 -1.108 -0.028
H 3.106 1.508 -2.484
H 4.278 2.052 -2.110
O -2.095 -1.380 3.380
C -3.449 -1.246 2.878
C -3.494 -0.107 1.893
C -4.726 0.345 1.403
C -4.729 1.419 0.497
C -3.518 2.039 0.180
C -2.341 1.545 0.728
N -2.337 0.464 1.542
H -2.088 -1.962 4.160
H -3.788 -2.180 2.386
H -4.123 -0.978 3.716
H -5.610 -0.161 1.763
H -5.667 1.774 0.087
H -3.467 2.915 -0.491
H -1.359 1.991 0.543
```

Summary:
DFT total energy	-41982.4991	eV
F_max	4.998	eV/A
LUMO	0.10	eV
2S+1	1
HOMO-LUMO gap	6.398	eV

Mulliken population analysis, charges in e, atoms 1 to 2: -0.741 -0.500



(3)
DFT (ωB97M-V/def2-TZVPD) results for a structure of composition C2H4INS.

Structure (XYZ):
```
9
C2H4INS, DFT ωB97M-V/def2-TZVPD
C 0.056 0.601 0.116
C 0.995 -0.573 -0.063
N -1.081 -0.136 0.545
S -0.392 -1.755 -0.135
I -3.004 0.446 -0.071
H 0.171 1.524 0.694
H -0.004 0.903 -0.922
H 1.634 -0.378 -0.921
H 1.625 -0.633 0.756
```

Summary:
DFT total energy	-22562.2059	eV
F_max	2.842	eV/A
LUMO	-0.56	eV
2S+1	1
HOMO-LUMO gap	7.839	eV

natural (NBO) population analysis, charges in e, atoms 1 to 2: -0.262 -0.517



(4)
DFT (ωB97M-V/def2-TZVPD) results for a structure of composition C33H56AlP.

Structure (XYZ):
```
91
C33H56AlP, DFT ωB97M-V/def2-TZVPD
C 0.535 -2.273 -1.299
C 0.442 -1.370 -2.354
C 1.149 -1.441 -3.610
Al 0.240 -2.837 -4.831
C -1.667 -2.392 -5.359
C -2.715 -2.521 -4.306
C -2.819 -1.601 -3.254
C -3.768 -1.747 -2.252
C -4.656 -2.818 -2.268
C -4.596 -3.736 -3.313
C -5.547 -4.911 -3.335
C -3.642 -3.573 -4.312
C 0.468 -4.622 -3.948
C 1.774 -5.039 -3.646
C 2.036 -6.260 -3.037
C 0.996 -7.117 -2.695
C -0.308 -6.744 -2.999
C -0.554 -5.521 -3.617
H -0.283 -2.897 -0.947
H 1.470 -2.396 -0.756
H -0.208 -0.493 -2.252
H 2.181 -1.809 -3.498
H 1.157 -0.472 -4.127
H 1.122 -2.837 -6.191
H -1.689 -1.403 -5.829
H -1.898 -3.101 -6.163
H -2.141 -0.758 -3.226
H -3.790 -1.019 -1.448
H -5.377 -2.931 -1.465
H -6.478 -4.632 -2.841
H -5.763 -5.199 -4.364
H -5.125 -5.763 -2.799
H -3.594 -4.283 -5.133
H 2.615 -4.399 -3.900
H 3.060 -6.553 -2.827
H 1.182 -8.063 -2.198
H -1.141 -7.393 -2.750
H -1.586 -5.270 -3.841
C 4.629 0.934 1.357
C 3.342 0.322 1.904
C 2.148 0.537 0.976
C 1.534 1.939 0.956
P 0.441 2.360 2.318
C -0.712 0.968 2.460
C -1.472 0.464 1.219
C -2.606 1.330 0.662
C -3.620 1.815 1.694
C -0.530 3.799 1.833
C 0.095 5.187 1.616
C 0.650 5.907 2.843
C -0.295 5.964 4.039
C 1.117 2.401 3.996
C 2.197 3.353 4.538
C 3.409 3.672 3.644
C 4.693 3.004 4.132
H 4.525 2.004 1.162
H 5.454 0.800 2.056
H 4.905 0.451 0.419
H 3.138 0.711 2.907
H 3.491 -0.752 2.023
H 1.361 -0.182 1.206
H 2.451 0.312 -0.048
H 0.873 1.998 0.083
H 2.286 2.712 0.782
H -1.393 1.187 3.287
H -0.097 0.137 2.817
H -1.892 -0.505 1.494
H -0.763 0.253 0.414
H -3.129 0.732 -0.086
H -2.205 2.179 0.103
H -4.236 0.991 2.055
H -4.287 2.557 1.255
H -3.151 2.284 2.563
H -1.397 3.865 2.494
H -0.930 3.513 0.858
H -0.685 5.807 1.170
H 0.888 5.108 0.867
H 0.922 6.923 2.551
H 1.590 5.435 3.132
H -1.137 6.629 3.844
H 0.226 6.340 4.920
H -0.697 4.983 4.301
H 1.426 1.370 4.194
H 0.226 2.532 4.620
H 2.555 2.915 5.472
H 1.714 4.278 4.851
H 3.577 4.750 3.644
H 3.215 3.402 2.604
H 5.010 3.442 5.079
H 5.504 3.141 3.417
H 4.556 1.933 4.291
```

Summary:
DFT total energy	-51011.9123	eV
F_max	1.990	eV/A
LUMO	-0.48	eV
2S+1	1
HOMO-LUMO gap	5.132	eV

Mulliken population analysis, charges in e, atoms 1 to 2: -1.064 0.251



(5)
DFT (ωB97M-V/def2-TZVPD) results for a cluster of 2 separate species, C6H13NO3S3 in total.

Structure (XYZ):
```
26
C6H13NO3S3, DFT ωB97M-V/def2-TZVPD
C -2.819 1.343 1.036
C 2.323 -0.020 0.102
C 1.383 0.604 2.263
C 0.230 -2.013 -0.042
C -0.762 -1.552 -1.154
C 0.311 -1.016 1.046
N 1.303 -0.243 1.071
O -0.040 1.069 -0.936
O 0.576 -0.166 -2.854
O -1.815 0.317 -2.612
S -2.326 2.718 0.024
S -1.841 0.489 1.967
S -0.393 0.009 -1.788
H -3.927 1.180 0.938
H 3.106 0.686 0.492
H 2.612 -0.938 -0.240
H 1.828 0.580 -0.631
H 1.276 1.695 1.878
H 0.609 0.321 2.913
H 2.338 0.610 2.705
H 1.215 -2.197 -0.422
H -0.060 -3.160 0.197
H -1.717 -1.429 -0.632
H -0.660 -2.106 -2.103
H -1.695 0.907 -3.324
H -1.053 2.311 0.104
```

Summary:
DFT total energy	-46565.9670	eV
F_max	5.736	eV/A
LUMO (alpha / beta)	0.26 / 0.26	eV
2S+1	1
HOMO-LUMO gap (alpha / beta)	7.579 / 7.580	eV

natural (NBO) population analysis, charges in e, atoms 1 to 2: -0.549 -0.465



(6)
DFT (ωB97M-V/def2-TZVPD) results for the molecule FNO4S.

Structure (XYZ):
```
7
FNO4S, DFT ωB97M-V/def2-TZVPD
N 1.272 -0.086 0.102
O 2.205 0.522 0.521
O 1.151 -0.806 -0.797
O -1.832 -1.164 -0.191
O 0.106 0.135 0.848
F -1.374 1.261 -0.856
S -1.528 0.138 0.374
```

Summary:
DFT total energy	-23227.7359	eV
F_max	2.812	eV/A
LUMO	-0.38	eV
2S+1	1
HOMO-LUMO gap	11.687	eV

natural (NBO) population analysis, charges in e, atoms 1 to 2: 0.749 -0.309



(7)
DFT (ωB97M-V/def2-TZVPD) results for the molecule C16H15F4NO3.

Structure (XYZ):
```
39
C16H15F4NO3, DFT ωB97M-V/def2-TZVPD
O -1.356 -3.439 1.152
C -1.593 -2.254 1.034
N -2.852 -1.771 0.883
C -3.998 -2.649 0.746
C -4.697 -2.437 -0.555
C -5.890 -1.843 -0.852
C -6.021 -1.900 -2.261
C -4.896 -2.515 -2.713
O -4.091 -2.842 -1.691
C -0.523 -1.213 1.050
C -0.714 0.056 1.589
C 0.320 0.972 1.589
C 1.559 0.641 1.051
C 2.665 1.662 1.075
O 3.750 1.226 0.272
C 4.913 1.971 0.391
C 4.879 3.332 -0.331
F 4.164 4.256 0.364
F 6.143 3.833 -0.385
C 4.331 3.296 -1.776
F 3.008 3.066 -1.778
F 4.919 2.303 -2.466
C 1.754 -0.628 0.525
C 0.723 -1.548 0.532
H -2.991 -0.794 0.681
H -3.600 -3.667 0.811
H -4.704 -2.477 1.565
H -6.590 -1.428 -0.156
H -6.838 -1.533 -2.848
H -4.564 -2.770 -3.700
H -1.659 0.327 2.037
H 0.168 1.955 2.012
H 3.011 1.803 2.113
H 2.277 2.625 0.717
H 5.175 2.173 1.442
H 5.712 1.387 -0.077
H 4.525 4.251 -2.289
H 2.715 -0.884 0.111
H 0.866 -2.542 0.135
```

Summary:
DFT total energy	-35337.7376	eV
F_max	0.948	eV/A
structure (SMILES)	O=C(NCc1ccco1)c1ccc(COCC(F)(F)C(F)F)cc1
LUMO	0.73	eV
2S+1	1
HOMO-LUMO gap	9.437	eV

natural (NBO) population analysis, charges in e, atoms 1 to 2: -0.617 0.669



(8)
DFT (ωB97M-V/def2-TZVPD) results for a structure of composition C28H72AgF3N6O8.

Structure (XYZ):
```
118
C28H72AgF3N6O8, DFT ωB97M-V/def2-TZVPD
Ag 1.182 -0.446 -0.381
C 1.095 3.073 -1.911
O 1.188 3.948 -0.793
O 1.629 1.849 -1.409
C -0.311 3.215 -2.661
F -0.327 4.482 -3.203
F -0.461 2.345 -3.627
F -1.311 3.048 -1.857
C 1.574 5.319 -0.953
C 0.376 6.155 -0.473
H 0.610 7.218 -0.536
H -0.388 5.881 -1.200
H -0.022 5.942 0.519
H 1.805 5.523 -1.999
H 2.487 5.632 -0.447
H 1.811 3.329 -2.691
C -1.350 -3.780 1.066
C -0.979 -3.753 -0.375
C -2.011 -4.282 -1.350
O -3.236 -3.572 -1.325
C -3.992 -3.773 -2.444
N -0.622 -2.327 -0.597
H -2.313 -3.308 1.260
H -0.540 -3.373 1.672
H -1.551 -4.824 1.306
H -0.046 -4.309 -0.476
H -2.308 -5.309 -1.138
H -1.508 -4.289 -2.317
H -4.879 -3.140 -2.440
H -4.344 -4.801 -2.532
H -3.361 -3.510 -3.292
H -0.494 -2.147 -1.583
H -1.407 -1.780 -0.275
C 1.169 -0.073 -4.966
C 0.707 -0.951 -3.783
C 0.403 -2.392 -4.220
O -0.802 -2.557 -4.958
C -0.877 -3.810 -5.537
N 1.814 -0.937 -2.825
H 1.534 0.915 -4.685
H 0.298 -0.018 -5.619
H 1.932 -0.609 -5.532
H -0.107 -0.570 -3.165
H 0.318 -3.060 -3.363
H 1.290 -2.759 -4.737
H 0.028 -4.103 -6.068
H -1.713 -3.705 -6.228
H -1.127 -4.513 -4.742
H 2.682 -1.214 -3.260
H 2.034 0.035 -2.663
C 2.456 -3.534 1.226
C 2.638 -2.015 1.653
C 3.549 -1.824 2.894
O 2.750 -1.966 4.099
C 3.572 -2.129 5.255
N 3.145 -1.420 0.500
H 2.098 -4.143 2.056
H 3.359 -3.964 0.793
H 1.729 -3.617 0.419
H 1.733 -1.474 1.932
H 4.033 -0.850 2.954
H 4.361 -2.551 2.896
H 2.956 -2.351 6.127
H 4.208 -1.293 5.546
H 4.273 -2.929 5.017
H 3.195 -0.474 0.848
H 4.120 -1.638 0.348
C -1.505 2.311 2.604
C -0.640 1.040 2.453
C -1.258 -0.251 3.086
O -1.410 -0.187 4.575
C -0.151 -0.289 5.273
N -0.488 0.884 1.059
H -2.465 2.153 2.112
H -1.124 3.309 2.385
H -1.768 2.403 3.657
H 0.363 1.242 2.828
H -0.853 -1.187 2.702
H -2.272 -0.295 2.688
H -0.267 0.086 6.289
H 0.660 0.268 4.805
H 0.248 -1.296 5.395
H -0.207 1.768 0.662
H -1.369 0.637 0.632
C 4.791 1.992 1.257
C 3.472 2.084 2.043
C 2.972 3.573 2.216
O 1.792 3.600 3.063
C 1.254 4.874 3.535
N 2.492 1.396 1.274
H 5.695 2.506 1.583
H 4.640 2.489 0.298
H 4.984 0.941 1.044
H 3.633 1.564 2.987
H 2.906 4.075 1.251
H 3.788 4.080 2.730
H 0.574 4.619 4.348
H 0.873 5.540 2.760
H 2.091 5.355 4.041
H 1.616 1.497 1.766
H 2.341 1.881 0.401
C -2.289 0.072 -2.114
C -3.361 0.142 -0.994
C -4.822 0.149 -1.487
O -5.676 0.276 -0.339
C -7.096 0.279 -0.628
N -3.136 -0.905 -0.032
H -2.299 -0.911 -2.584
H -1.283 0.201 -1.712
H -2.377 0.883 -2.837
H -3.037 1.081 -0.545
H -5.127 -0.729 -2.058
H -4.948 1.009 -2.144
H -7.668 0.405 0.292
H -7.419 -0.684 -1.024
H -7.386 0.958 -1.429
H -3.973 -0.814 0.527
H -3.262 -1.818 -0.446
```

Summary:
DFT total energy	-67670.5813	eV
F_max	3.567	eV/A
LUMO	0.70	eV
2S+1	1
HOMO-LUMO gap	8.277	eV

Mulliken population analysis, charges in e, atoms 1 to 2: 2.077 -0.755